(1)
Here is a molecular structure, C18H36F8Li2N4O34S8 at a distorted geometry from the OMol25 dataset. Energies are from ωB97M-V/def2-TZVPD.

Computed properties:
2S+1: 2
Max |F|: 0.171 Eh/bohr
Expectation value of S²: 0.752
Frontier orbital gap (alpha / beta): 1.96 / 7.11 eV
E: -7484.068875 Ha
Total charge: -3

Geometry (Å):
1 Li 2.084 -0.176 -2.448
2 Li -0.207 -1.329 -2.722
3 N 0.864 -0.997 -1.167
4 S 1.573 -2.060 -0.077
5 O 0.660 -2.806 0.734
6 O 2.947 -1.914 0.406
7 F 1.759 -3.129 -1.257
8 S 0.342 -0.080 0.002
9 O 1.308 0.554 0.944
10 O -0.971 -0.429 0.551
11 F 0.008 1.188 -0.917
12 N 5.717 -5.338 2.787
13 S 6.059 -3.627 3.021
14 O 5.079 -2.840 3.751
15 O 6.800 -2.901 2.001
16 F 7.092 -3.766 4.231
17 S 4.791 -4.956 1.622
18 O 5.511 -4.783 0.369
19 O 3.508 -4.270 1.984
20 F 4.285 -6.478 1.488
21 N -1.945 -1.971 -3.026
22 S -2.482 -3.225 -1.884
23 O -2.911 -4.467 -2.597
24 O -3.212 -2.970 -0.635
25 F -0.933 -3.561 -1.435
26 S -3.162 -1.097 -2.859
27 O -3.080 -0.227 -1.702
28 O -4.464 -1.576 -3.418
29 F -2.740 0.034 -3.956
30 N 0.922 -0.116 -3.995
31 S 1.108 -1.104 -5.381
32 O 1.583 -0.727 -6.721
33 O 0.214 -2.259 -5.226
34 F 2.405 -1.866 -4.739
35 S 0.655 1.207 -4.734
36 O -0.538 1.152 -5.552
37 O 1.851 1.858 -5.178
38 F 0.121 2.055 -3.440
39 C -2.263 -1.697 6.083
40 O -1.327 -1.922 5.004
41 C -0.061 -2.025 5.235
42 O 0.480 -2.058 6.333
43 O 0.586 -1.996 4.084
44 C 1.986 -2.286 4.025
45 H -2.119 -0.706 6.512
46 H -2.098 -2.494 6.808
47 H -3.301 -1.735 5.751
48 H 2.648 -1.456 4.270
49 H 2.147 -2.733 3.045
50 H 2.200 -3.052 4.771
51 C -4.493 2.768 4.984
52 O -3.509 2.298 4.059
53 C -2.364 2.965 4.039
54 O -2.023 3.922 4.713
55 O -1.695 2.500 2.958
56 C -0.344 2.849 2.782
57 H -4.851 3.794 4.898
58 H -4.407 2.673 6.066
59 H -5.382 2.155 4.831
60 H -0.257 3.872 3.149
61 H -0.203 2.790 1.703
62 H 0.535 2.324 3.154
63 C -2.938 2.871 -2.179
64 O -4.146 2.409 -2.684
65 C -5.046 3.256 -3.307
66 O -5.172 4.432 -3.167
67 O -5.912 2.432 -4.067
68 C -6.886 3.081 -4.930
69 H -2.376 2.085 -1.673
70 H -3.064 3.717 -1.504
71 H -2.290 3.161 -3.007
72 H -6.576 4.102 -5.152
73 H -7.896 3.034 -4.522
74 H -6.891 2.450 -5.819
75 C -7.784 0.266 4.288
76 O -6.787 0.284 3.318
77 C -5.632 -0.300 3.704
78 O -5.259 -0.568 4.832
79 O -4.874 -0.370 2.525
80 C -3.572 -0.932 2.587
81 H -7.804 1.151 4.923
82 H -7.773 -0.710 4.773
83 H -8.675 0.210 3.664
84 H -2.718 -0.282 2.775
85 H -3.317 -1.127 1.546
86 H -3.606 -1.922 3.041
87 C 4.928 -0.027 -5.622
88 O 5.696 -0.676 -4.724
89 C 5.264 -0.759 -3.411
90 O 4.222 -0.426 -2.972
91 O 6.233 -1.284 -2.689
92 C 5.944 -1.546 -1.265
93 H 4.406 0.779 -5.108
94 H 4.316 -0.757 -6.153
95 H 5.649 0.400 -6.319
96 H 6.853 -1.254 -0.739
97 H 5.943 -2.609 -1.026
98 H 5.071 -0.969 -0.960
99 C 4.076 2.072 0.493
100 O 4.238 2.800 -0.753
101 C 3.463 2.480 -1.828
102 O 2.696 1.560 -1.883
103 O 3.623 3.189 -2.888
104 C 4.676 4.034 -3.114
105 H 4.032 0.992 0.355
106 H 3.348 2.426 1.223
107 H 5.058 2.131 0.962
108 H 5.684 3.620 -3.109
109 H 4.720 4.891 -2.443
110 H 4.368 4.449 -4.074

Mulliken population analysis, charges in e, atoms 1 to 4: 2.05, 1.01, 0.08, 0.62

***

(2)
Here is a molecular structure, C18H36NO21Tl at a distorted geometry from the OMol25 dataset. Energies are from ωB97M-V/def2-TZVPD.

Computed properties:
2S+1: 2
Max |F|: 0.084 Eh/bohr
Expectation value of S²: 0.757
Frontier orbital gap (alpha / beta): 9.08 / 5.15 eV
E: -2514.231346 Ha
Total charge: +1

Geometry (Å):
1 Tl 0.111 -1.815 -19.705
2 N 2.964 1.155 -19.738
3 O 3.564 1.049 -20.855
4 O 3.475 1.827 -18.863
5 O 2.005 0.468 -19.506
6 C 5.788 4.552 -12.562
7 O 6.357 3.670 -13.461
8 C 5.571 2.856 -14.093
9 O 4.326 2.752 -13.958
10 O 6.347 2.199 -14.962
11 C 5.945 1.247 -15.935
12 H 6.504 5.341 -12.329
13 H 5.753 4.090 -11.576
14 H 4.847 5.021 -12.851
15 H 6.842 0.978 -16.493
16 H 5.183 1.612 -16.624
17 H 5.543 0.275 -15.652
18 C 5.185 4.545 -18.889
19 O 5.814 5.783 -19.148
20 C 7.097 5.953 -19.087
21 O 7.871 5.045 -18.917
22 O 7.294 7.253 -19.286
23 C 8.627 7.635 -19.738
24 H 5.773 3.809 -19.436
25 H 4.117 4.623 -19.094
26 H 5.310 4.127 -17.890
27 H 8.724 7.445 -20.807
28 H 9.398 7.096 -19.188
29 H 8.795 8.710 -19.674
30 C 5.078 -1.227 -18.203
31 O 4.711 -2.368 -17.507
32 C 3.485 -2.841 -17.669
33 O 2.677 -2.418 -18.524
34 O 3.267 -3.729 -16.768
35 C 2.093 -4.371 -16.450
36 H 6.104 -0.944 -17.969
37 H 4.562 -0.306 -17.932
38 H 5.025 -1.418 -19.275
39 H 2.169 -5.083 -15.628
40 H 1.527 -4.721 -17.314
41 H 1.431 -3.579 -16.100
42 C -2.129 1.680 -16.228
43 O -1.573 2.470 -17.195
44 C -1.355 1.875 -18.395
45 O -1.103 0.700 -18.707
46 O -1.195 2.904 -19.168
47 C -0.433 2.898 -20.374
48 H -1.654 0.708 -16.099
49 H -3.155 1.558 -16.575
50 H -2.176 2.189 -15.265
51 H -0.919 2.480 -21.256
52 H 0.512 2.407 -20.141
53 H -0.169 3.938 -20.566
54 C 2.080 1.309 -16.183
55 O 1.331 0.523 -15.206
56 C 0.586 -0.487 -15.723
57 O 0.549 -0.894 -16.905
58 O -0.157 -1.015 -14.729
59 C -0.868 -2.231 -14.944
60 H 2.347 2.313 -15.856
61 H 1.593 1.441 -17.149
62 H 3.074 0.881 -16.309
63 H -0.297 -3.157 -14.868
64 H -1.297 -2.420 -15.928
65 H -1.321 -2.584 -14.017
66 C 0.551 3.207 -25.308
67 O 0.657 4.100 -24.162
68 C 1.458 3.652 -23.198
69 O 2.073 2.545 -23.217
70 O 1.710 4.674 -22.257
71 C 2.829 4.633 -21.327
72 H 0.482 3.797 -26.222
73 H -0.270 2.497 -25.207
74 H 1.518 2.720 -25.434
75 H 3.642 4.913 -21.997
76 H 3.109 3.642 -20.973
77 H 2.735 5.246 -20.431

Mulliken population analysis, charges in e, atoms 1 to 4: 1.03, 0.58, -0.28, -0.15

***

(3)
Here is 6 unconnected molecules or ions with the total composition C18H36O8 at a distorted geometry from the OMol25 dataset. Energies are from ωB97M-V/def2-TZVPD.

Computed properties:
SMILES string: COC(=O)OC.CC(C)=O.CC(C)=O.CC(C)=O.CC(C)=O.CC(C)=O
2S+1: 1
Max |F|: 0.034 Eh/bohr
Frontier orbital gap: 9.84 eV
Relative energy (zero: lowest compared OMol25 entry of this formula, charge and spin): 0.00 kJ/mol
E: -1309.353463 Ha
Total charge: 0

Geometry (Å):
1 C -2.900 -0.012 -1.254
2 O -3.811 -0.217 -0.202
3 C -3.724 0.573 0.858
4 O -2.961 1.494 0.992
5 O -4.602 0.173 1.739
6 C -4.682 0.879 2.982
7 H -3.221 0.775 -1.940
8 H -2.776 -0.957 -1.776
9 H -1.888 0.276 -0.962
10 H -5.368 0.319 3.609
11 H -5.021 1.897 2.814
12 H -3.703 0.847 3.462
13 C -2.382 2.562 -4.498
14 C -1.107 1.846 -4.806
15 C -0.569 0.844 -3.787
16 O -0.460 2.040 -5.807
17 H -3.262 1.934 -4.657
18 H -2.501 3.465 -5.092
19 H -2.391 2.810 -3.433
20 H -1.227 -0.020 -3.682
21 H -0.388 1.277 -2.805
22 H 0.390 0.507 -4.162
23 C 0.049 2.852 -0.780
24 C 0.722 3.422 0.436
25 C 0.385 4.814 0.883
26 O 1.459 2.723 1.095
27 H 0.677 2.915 -1.669
28 H -0.783 3.509 -1.065
29 H -0.377 1.883 -0.539
30 H 1.043 5.172 1.677
31 H -0.605 4.903 1.336
32 H 0.518 5.471 0.020
33 C -0.647 2.034 3.578
34 C -0.897 0.546 3.582
35 C -0.152 -0.306 2.585
36 O -1.661 0.056 4.389
37 H -1.392 2.474 4.238
38 H -0.784 2.460 2.582
39 H 0.375 2.308 3.844
40 H -0.423 -1.354 2.657
41 H 0.909 -0.140 2.798
42 H -0.324 0.055 1.570
43 C 2.419 -0.050 -2.012
44 C 1.660 -0.641 -0.852
45 C 2.520 -1.395 0.149
46 O 0.455 -0.625 -0.745
47 H 3.416 -0.490 -2.050
48 H 2.586 1.014 -1.816
49 H 1.942 -0.156 -2.978
50 H 2.043 -1.479 1.121
51 H 3.512 -0.955 0.258
52 H 2.672 -2.403 -0.247
53 C 3.485 -7.451 1.184
54 C 3.174 -5.999 0.862
55 C 4.287 -5.092 0.409
56 O 2.033 -5.603 0.916
57 H 2.528 -7.879 1.472
58 H 4.142 -7.453 2.059
59 H 3.956 -7.962 0.349
60 H 5.233 -5.625 0.350
61 H 4.399 -4.363 1.222
62 H 4.001 -4.506 -0.459

natural (NBO) population analysis, charges in e, atoms 1 to 4: -0.27, -0.49, 0.99, -0.67